Formula: C7H16O2
Source: OMol25
Level of theory: ωB97M-V with the def2-TZVPD basis set

Element x y z (Å)
C (0.444, -0.567, -0.263)
C (-1.289, 1.219, 0.864)
C (1.579, -0.497, -1.920)
C (0.136, 0.818, -0.392)
C (-0.623, -1.582, -0.598)
C (1.332, -0.974, 0.890)
C (-0.857, 2.013, 2.078)
O (-2.176, 0.233, 1.340)
O (0.798, -0.410, -3.083)
H (-2.627, -0.177, 0.595)
H (0.265, -1.210, -3.152)
H (-1.845, 1.875, 0.178)
H (2.136, -1.438, -1.858)
H (2.274, 0.341, -1.931)
H (-0.336, 1.118, -1.324)
H (0.946, 1.482, -0.105)
H (-1.253, -1.238, -1.417)
H (0.753, -1.095, 1.805)
H (-0.166, -2.539, -0.855)
H (-1.224, -1.837, 0.275)
H (1.817, -1.925, 0.664)
H (2.120, -0.243, 1.066)
H (-0.200, 2.830, 1.780)
H (-0.287, 1.369, 2.751)
H (-1.717, 2.434, 2.610)

Output
ΔE to the lowest compared entry with this formula, charge and spin	86.2	kcal/mol
orbital gap	8.29	eV
net charge	0
E_LUMO	0.682	eV


Formula: CH3BrClPS
Source: OMol25
Level of theory: ωB97M-V with the def2-TZVPD basis set

Element x y z (Å)
C (0.161, 0.198, -0.041)
P (2.569, 0.083, -0.610)
S (3.817, -0.995, 0.315)
Cl (2.550, -0.217, -2.546)
Br (2.878, 2.222, -0.279)
H (0.028, 0.493, -1.073)
H (-0.306, -0.731, 0.253)
H (-0.030, 1.051, 0.554)

Output
ΔE to the lowest compared entry with this formula, charge and spin	33.6	kcal/mol
orbital gap	8.32	eV
net charge	0
E_LUMO	-0.783	eV


Formula: C8H17N2O3P
Source: OMol25
Level of theory: ωB97M-V with the def2-TZVPD basis set

Element x y z (Å)
C (-2.600, 1.802, -0.141)
C (-2.185, 1.292, -1.597)
C (-2.694, -0.074, -1.675)
C (-2.114, -0.893, -0.587)
C (-2.363, -0.426, 0.891)
C (-1.914, 1.042, 0.945)
N (-0.776, -1.461, -0.739)
N (-1.694, -2.294, -0.783)
H (-2.434, 2.819, 0.130)
H (-3.640, 1.653, -0.039)
H (-2.373, 2.086, -2.352)
H (-1.125, 1.249, -1.529)
H (-3.721, 0.007, -1.705)
H (-2.323, -0.559, -2.711)
H (-1.800, -1.174, 1.537)
H (-3.352, -0.586, 1.109)
H (-0.852, 1.100, 0.798)
H (-2.287, 1.407, 1.926)
C (1.767, 1.248, -0.522)
O (2.670, 0.302, -0.024)
P (2.162, -0.976, 0.953)
O (2.149, -0.283, 2.376)
O (3.632, -1.667, 1.144)
C (4.400, -2.077, 0.025)
H (2.009, 1.337, -1.645)
H (1.871, 2.120, 0.021)
H (0.702, 0.977, -0.292)
H (3.102, -0.103, 2.803)
H (5.362, -2.324, 0.493)
H (4.564, -1.232, -0.737)
H (3.844, -2.928, -0.453)

Output
ΔE to the lowest compared entry with this formula, charge and spin	48.6	kcal/mol
orbital gap	9.81	eV
net charge	0
SMILES	C1CCC2(CC1)N=N2.COP(O)OC
E_LUMO	0.782	eV


Formula: C5H12O
Source: OMol25
Level of theory: ωB97M-V with the def2-TZVPD basis set

Element x y z (Å)
C (0.399, -1.644, -2.028)
C (-0.097, -0.379, -1.335)
C (0.718, 0.021, -0.105)
C (0.244, 1.358, 0.491)
O (0.218, 1.381, 1.902)
C (-0.876, 0.677, 2.430)
H (1.423, -1.518, -2.396)
H (-0.235, -1.897, -2.885)
H (0.395, -2.501, -1.345)
H (-1.144, -0.515, -1.031)
H (-0.099, 0.453, -2.053)
H (0.638, -0.764, 0.659)
H (1.784, 0.083, -0.359)
H (0.914, 2.170, 0.191)
H (-0.761, 1.607, 0.105)
H (-0.850, 0.797, 3.516)
H (-0.837, -0.399, 2.197)
H (-1.832, 1.072, 2.047)

Output
ΔE to the lowest compared entry with this formula, charge and spin	18.2	kcal/mol
orbital gap	10.85	eV
net charge	0
SMILES	CCCCOC
E_LUMO	1.129	eV


Formula: C5H11O3
Source: OMol25
Level of theory: ωB97M-V with the def2-TZVPD basis set

Element x y z (Å)
O (2.172, 0.817, 1.679)
C (2.315, -0.324, 1.151)
C (1.486, -1.035, 0.322)
C (0.353, -0.377, -0.438)
C (-1.069, -0.976, -0.474)
C (-1.903, -0.646, -1.700)
O (-1.712, -1.684, -2.701)
H (3.261, -0.844, 1.443)
H (1.839, -2.005, -0.027)
H (-0.917, -1.528, -3.191)
H (0.701, -0.473, -1.525)
H (0.337, 0.686, -0.228)
H (-1.044, -2.046, -0.221)
H (-1.624, -0.521, 0.369)
H (-2.964, -0.575, -1.470)
H (-1.565, 0.217, -2.294)
H (-0.359, 3.078, 1.528)
H (-0.518, 3.862, 2.835)
O (-1.023, 3.407, 2.151)

Output
ΔE to the lowest compared entry with this formula, charge and spin	65.1	kcal/mol
orbital gap	5.87	eV
net charge	-1
E_LUMO	3.609	eV


Formula: C38H24F4IIrN4OP2
Source: OMol25
Level of theory: ωB97M-V with the def2-TZVPD basis set

Element x y z (Å)
Ir (0.628, -1.003, -0.966)
C (2.183, 1.374, 0.558)
C (0.704, 1.432, 0.190)
P (-0.453, 0.055, 0.844)
C (-0.176, -1.414, 1.966)
C (0.054, -2.721, 1.491)
C (0.148, -3.796, 2.358)
C (-0.013, -3.613, 3.723)
C (-0.271, -2.344, 4.218)
C (-0.363, -1.277, 3.346)
C (-1.816, 0.861, 1.711)
C (-1.632, 2.129, 2.258)
C (-2.594, 2.665, 3.104)
C (-3.733, 1.938, 3.411)
C (-3.919, 0.674, 2.863)
C (-2.965, 0.133, 2.021)
P (2.549, -0.432, 0.798)
C (4.218, -0.733, 0.181)
C (5.188, 0.266, 0.220)
C (6.478, -0.001, -0.211)
C (6.811, -1.274, -0.654)
C (5.856, -2.281, -0.665)
C (4.561, -2.011, -0.253)
C (2.831, -0.340, 2.609)
C (3.833, -1.114, 3.189)
C (4.048, -1.074, 4.560)
C (3.262, -0.266, 5.366)
C (2.253, 0.501, 4.798)
C (2.031, 0.453, 3.433)
H (2.453, 1.973, 1.425)
H (2.784, 1.731, -0.280)
H (0.690, 1.249, -0.894)
H (0.188, 2.387, 0.315)
H (-0.514, -3.081, -0.219)
H (0.331, -4.775, 1.937)
H (0.065, -4.460, 4.391)
H (-0.398, -2.182, 5.280)
H (-0.572, -0.296, 3.746)
H (-0.752, 2.715, 2.029)
H (-2.450, 3.653, 3.520)
H (-4.480, 2.355, 4.072)
H (-4.814, 0.110, 3.089)
H (-3.107, -0.860, 1.613)
H (4.944, 1.255, 0.592)
H (7.225, 0.782, -0.193)
H (7.819, -1.481, -0.987)
H (6.115, -3.274, -1.007)
H (3.819, -2.799, -0.257)
H (4.455, -1.748, 2.570)
H (4.833, -1.678, 4.995)
H (3.436, -0.231, 6.433)
H (1.636, 1.137, 5.421)
H (1.231, 1.056, 3.017)
I (2.205, -2.076, -2.767)
O (0.388, -2.991, 0.123)
F (-2.291, 0.828, -7.459)
C (-3.028, 1.120, -6.402)
C (-4.263, 1.616, -6.563)
F (-4.735, 1.808, -7.779)
C (-5.114, 1.956, -5.429)
C (-4.407, 2.042, -4.156)
C (-3.178, 1.536, -4.001)
F (-2.559, 1.656, -2.828)
C (-2.469, 0.876, -5.083)
C (-1.384, 0.079, -4.877)
C (-0.899, -0.228, -3.570)
N (-0.511, -0.476, -2.520)
C (-0.661, -0.588, -5.921)
N (-0.079, -1.165, -6.725)
F (-4.994, 2.650, -3.143)
C (-6.453, 2.139, -5.537)
C (-7.296, 2.416, -4.408)
N (-7.981, 2.600, -3.506)
C (-7.169, 2.010, -6.774)
N (-7.760, 1.868, -7.748)

Output
ΔE to the lowest compared entry with this formula, charge and spin	0.0	kcal/mol
2S+1	2
⟨S²⟩	0.76
orbital gap (spin up / spin down)	4.97 / 4.89	eV
net charge	+1
E_LUMO (spin up / spin down)	-5.473 / -5.488	eV


Formula: C16H23N5O8
Source: OMol25
Level of theory: ωB97M-V with the def2-TZVPD basis set

Element x y z (Å)
O (-5.064, -1.120, 3.678)
C (-4.952, -2.143, 3.020)
O (-4.521, -3.336, 3.651)
C (-3.237, -3.669, 3.019)
C (-2.028, -2.979, 3.825)
C (-0.672, -3.818, 3.779)
C (0.524, -3.039, 3.016)
C (0.030, -2.483, 1.600)
C (-0.850, -3.395, 0.759)
N (-1.396, -3.076, -0.476)
C (-1.019, -1.768, -0.845)
C (-1.568, -1.241, -2.186)
C (-1.277, 0.109, -2.734)
C (-0.335, 1.024, -1.922)
C (0.214, 0.524, -0.620)
C (-0.118, -0.867, -0.044)
N (0.431, -1.214, 1.209)
H (-5.232, -2.166, 1.921)
H (-3.102, -4.783, 2.884)
H (-3.273, -3.197, 1.982)
H (-2.369, -2.974, 4.917)
H (-1.911, -1.892, 3.523)
H (-0.791, -4.849, 3.316)
H (-0.328, -3.972, 4.858)
H (1.425, -3.718, 2.923)
H (0.755, -2.141, 3.664)
H (-1.090, -4.423, 1.176)
H (-2.249, -1.924, -2.790)
H (-1.724, 0.437, -3.725)
H (-0.133, 2.051, -2.355)
H (0.896, 1.247, -0.077)
C (1.288, 4.915, -0.488)
N (1.841, 3.594, -0.091)
O (2.001, 2.764, -0.973)
O (2.096, 3.433, 1.090)
H (1.110, 4.912, -1.562)
H (0.356, 5.057, 0.057)
H (2.022, 5.672, -0.220)
C (4.553, 1.546, 0.150)
N (5.863, 2.185, -0.144)
O (6.738, 2.088, 0.699)
O (5.965, 2.762, -1.213)
H (4.605, 1.073, 1.128)
H (3.797, 2.327, 0.141)
H (4.366, 0.806, -0.626)
C (-0.285, 2.822, -6.146)
N (-0.162, 3.445, -4.802)
O (0.852, 4.076, -4.567)
O (-1.090, 3.277, -4.029)
H (0.607, 3.053, -6.723)
H (-0.384, 1.747, -6.002)
H (-1.171, 3.240, -6.622)

Output
orbital gap	8.10	eV
net charge	0
SMILES	O=COCCCCc1cnc2ccccc2n1.C[N+](=O)[O-].C[N+](=O)[O-].C[N+](=O)[O-]
E_LUMO	-0.657	eV


Formula: C17H24N4O4S
Source: OMol25
Level of theory: ωB97M-V with the def2-TZVPD basis set

Element x y z (Å)
C (5.823, 2.218, -2.235)
C (5.846, 2.510, -0.738)
C (5.347, 1.335, 0.120)
N (4.059, 1.635, 0.729)
C (3.731, 0.812, 1.877)
C (3.311, -0.611, 1.491)
N (2.177, -0.532, 0.586)
S (1.511, -2.029, 0.211)
O (2.175, -2.629, -0.913)
O (1.415, -2.777, 1.428)
C (-0.134, -1.526, -0.285)
C (-0.583, -1.724, -1.577)
C (-1.867, -1.335, -1.903)
C (-2.708, -0.743, -0.957)
C (-2.239, -0.549, 0.356)
C (-0.943, -0.954, 0.671)
N (-3.043, -0.048, 1.375)
C (-3.994, 0.936, 1.329)
O (-4.626, 1.235, 2.309)
C (-4.136, 1.603, -0.030)
C (-4.956, 2.882, 0.076)
C (-4.812, 0.602, -0.951)
O (-5.942, 0.694, -1.356)
N (-4.012, -0.443, -1.335)
C (2.479, 0.239, -0.603)
C (2.937, 1.645, -0.186)
H (4.820, 1.973, -2.578)
H (6.171, 3.084, -2.793)
H (6.475, 1.379, -2.468)
H (5.231, 3.382, -0.515)
H (6.871, 2.753, -0.453)
H (5.330, 0.420, -0.490)
H (6.045, 1.166, 0.942)
H (4.589, 0.774, 2.550)
H (2.899, 1.295, 2.397)
H (2.987, -1.182, 2.362)
H (4.150, -1.141, 1.018)
H (0.072, -2.188, -2.295)
H (-2.246, -1.499, -2.901)
H (-0.563, -0.848, 1.675)
H (-2.815, -0.368, 2.310)
H (-3.131, 1.804, -0.420)
H (-4.470, 3.584, 0.748)
H (-5.070, 3.337, -0.904)
H (-5.942, 2.649, 0.469)
H (-4.395, -1.004, -2.087)
H (1.567, 0.296, -1.202)
H (3.251, -0.264, -1.202)
H (3.196, 2.226, -1.071)
H (2.105, 2.141, 0.324)

Output
ΔE to the lowest compared entry with this formula, charge and spin	16.3	kcal/mol
orbital gap	8.82	eV
net charge	0
SMILES	CCCN1CCN(S(=O)(=O)c2ccc3c(c2)NC(=O)[C@H](C)C(=O)N3)CC1
E_LUMO	0.145	eV


| no. | DFT total energy (Eh) |
| --- | --- |
| 1 | -426.6785 |
| 2 | -3813.6443 |
| 3 | -991.5303 |
| 4 | -272.9196 |
| 5 | -422.8099 |
| 6 | -3240.5349 |
| 7 | -1498.7435 |
| 8 | -1580.3998 |